No. 1
The following is a DFT calculation (ωB97M-V/def2-TZVPD) of a 7-piece molecular cluster, C12H39N10O7 overall at a distorted geometry.

Values from the calculation:
LUMO level, Eh: 0.095
Strongest force on any atom, eV/Å: 7.4
Electronic energy, Eh: -1554.94177

```
! RIJCOSX wB97M-V def2-TZVPD def2/J DEFGRID3
* xyz -1 1
O -20.4204 1.1668 3.6519
H -19.6194 1.3814 3.1352
C -18.5765 1.1545 0.7888
C -19.6627 1.9602 0.0462
C -19.7056 1.6355 -1.4790
O -18.5130 2.1247 -2.1635
C -18.4754 1.6666 -3.4795
N -20.9282 1.6651 0.7646
H -18.5612 1.5177 1.8164
H -17.6061 1.3425 0.3293
H -18.7355 0.0767 0.7573
H -19.4404 3.0216 0.1565
H -20.6035 2.1598 -1.8063
H -19.9008 0.5634 -1.5001
H -19.3770 1.8523 -4.0631
H -18.3452 0.5939 -3.6225
H -17.6501 2.0425 -4.0843
H -20.7510 1.5462 1.7518
H -21.3857 0.7857 0.5712
C -17.3158 1.7992 4.4426
C -17.1468 0.3235 4.7047
C -16.1670 -0.0393 5.8865
O -14.8536 0.3472 5.5964
C -14.2664 -0.4599 4.5372
N -18.4894 -0.2239 4.9322
H -16.3492 2.2948 4.3521
H -17.9425 2.1978 5.2404
H -17.7748 1.9269 3.4622
H -16.6826 -0.1417 3.8351
H -16.2670 -1.0801 6.1943
H -16.4960 0.4451 6.8059
H -13.2658 -0.6636 4.9186
H -14.2700 0.1205 3.6146
H -14.6462 -1.4684 4.3733
H -19.0881 0.3183 4.3259
H -18.9242 -0.0685 5.8304
C -21.3874 -1.8618 1.9492
O -21.7554 -2.9777 1.7031
N -22.0622 -0.7447 1.9531
N -20.1768 -1.5458 2.1161
H -21.5920 0.0033 2.4425
H -23.0422 -0.6653 1.7219
H -19.9825 -0.6531 2.5468
H -19.5286 -2.3171 2.1869
C -24.6114 2.3716 2.8676
O -24.9932 1.2505 2.9082
N -25.3811 3.3356 2.5521
N -23.4835 2.8076 3.2839
H -25.0420 4.2839 2.6294
H -26.3563 3.1499 2.3665
H -22.7572 2.1336 3.4796
H -23.3227 3.8032 3.2293
C -20.2688 4.4345 4.2911
O -20.1476 5.5872 4.6294
N -20.6349 3.4735 5.0974
N -20.1560 3.9875 3.0594
H -20.9113 3.6669 6.0494
H -20.8467 2.5467 4.7564
H -20.2882 2.9869 3.0211
H -20.0689 4.5063 2.1972
C -23.1098 0.0754 6.1926
O -24.0382 -0.0152 6.9880
N -22.2436 1.0382 6.1583
N -22.9416 -0.8077 5.2771
H -22.3107 1.8873 6.7011
H -21.5461 0.9331 5.4354
H -22.1014 -0.7135 4.7246
H -23.6073 -1.5395 5.0736
*
```

***

No. 2
The following is a DFT calculation (ωB97M-V/def2-TZVPD) of an isolated molecule of C3H4BrN at a distorted geometry.

Values from the calculation:
LUMO level, Eh: 0.023
Strongest force on any atom, eV/Å: 5.9
Electronic energy, Eh: -2745.40935
SMILES string: C[C@@H](Br)C#N
Relative energy (zero: lowest compared OMol25 entry of this formula, charge and spin), kJ/mol: 138.26

```
! RIJCOSX wB97M-V def2-TZVPD def2/J DEFGRID3
* xyz 0 1
C -1.0188 0.6113 0.3513
C 0.5861 0.0465 -0.4684
Br 2.0922 1.1105 0.0333
C 0.7306 -1.2369 -0.0139
N 0.7392 -2.3703 0.1370
H -0.9771 0.2019 1.2538
H -1.7642 0.0026 -0.1352
H -0.9758 1.6653 0.3870
H 0.5877 -0.0309 -1.5449
*
```

***

No. 3
The following is a DFT calculation (ωB97M-V/def2-TZVPD) of C2H2CsMgO2 as an isolated structure at a distorted geometry.

Values from the calculation:
LUMO level (spin up / spin down), Eh: -0.180 / -0.169
Strongest force on any atom, eV/Å: 8.5
Electronic energy, Eh: -447.72004
Relative energy (zero: lowest compared OMol25 entry of this formula, charge and spin), kJ/mol: 464.81

```
! RIJCOSX wB97M-V def2-TZVPD def2/J DEFGRID3
* xyz 1 1
H 8.7065 -1.3401 0.2896
O 5.0788 -0.0725 0.6148
C 5.3562 -1.2689 0.0028
C 6.5762 -1.8617 0.2821
O 7.6658 -1.0575 0.4353
Mg 1.6222 -1.9362 -0.2024
Cs 7.6362 2.0971 -0.5543
H 6.7070 -2.9239 0.5073
*
```

***

No. 4
The following is a DFT calculation (ωB97M-V/def2-TZVPD) of an isolated ion of composition C4H11N2S and charge -1 at a distorted geometry.

Values from the calculation:
LUMO level, Eh: 0.130
Strongest force on any atom, eV/Å: 1.0
Electronic energy, Eh: -666.71720
SMILES string: CNC[C@@H](N)C[S-]
Relative energy (zero: lowest compared OMol25 entry of this formula, charge and spin), kJ/mol: 77.12

```
! RIJCOSX wB97M-V def2-TZVPD def2/J DEFGRID3
* xyz -1 1
C -1.7228 -2.3164 1.7668
N -1.9683 -1.1537 0.9649
C -0.9314 -0.1363 1.0233
C -0.0101 -0.1154 -0.1853
N -0.7828 0.3769 -1.3318
C 1.2125 0.7673 0.1425
S 2.2505 1.2047 -1.3027
H -1.7936 -2.1881 2.8541
H -2.4165 -3.1355 1.5425
H -0.7324 -2.7210 1.5809
H -2.9303 -0.8656 0.9881
H -0.3462 -0.2852 1.9257
H -1.3855 0.8410 1.1120
H 0.3217 -1.1126 -0.4806
H -0.1121 0.5245 -2.0802
H -1.1889 1.2684 -1.0732
H 1.7779 0.2205 0.8863
H 0.8576 1.7209 0.5420
*
```

***

Question: Which formula does entry 4 have?
Answer: C4H11N2S

***

Copy entry 4 word for word.
The following is a DFT calculation (ωB97M-V/def2-TZVPD) of an isolated ion of composition C4H11N2S and charge -1 at a distorted geometry.

Values from the calculation:
LUMO level, Eh: 0.130
Strongest force on any atom, eV/Å: 1.0
Electronic energy, Eh: -666.71720
SMILES string: CNC[C@@H](N)C[S-]
Relative energy (zero: lowest compared OMol25 entry of this formula, charge and spin), kJ/mol: 77.12

```
! RIJCOSX wB97M-V def2-TZVPD def2/J DEFGRID3
* xyz -1 1
C -1.7228 -2.3164 1.7668
N -1.9683 -1.1537 0.9649
C -0.9314 -0.1363 1.0233
C -0.0101 -0.1154 -0.1853
N -0.7828 0.3769 -1.3318
C 1.2125 0.7673 0.1425
S 2.2505 1.2047 -1.3027
H -1.7936 -2.1881 2.8541
H -2.4165 -3.1355 1.5425
H -0.7324 -2.7210 1.5809
H -2.9303 -0.8656 0.9881
H -0.3462 -0.2852 1.9257
H -1.3855 0.8410 1.1120
H 0.3217 -1.1126 -0.4806
H -0.1121 0.5245 -2.0802
H -1.1889 1.2684 -1.0732
H 1.7779 0.2205 0.8863
H 0.8576 1.7209 0.5420
*
```

***

Repeat the second record exactly.
The following is a DFT calculation (ωB97M-V/def2-TZVPD) of an isolated molecule of C3H4BrN at a distorted geometry.

Values from the calculation:
LUMO level, Eh: 0.023
Strongest force on any atom, eV/Å: 5.9
Electronic energy, Eh: -2745.40935
SMILES string: C[C@@H](Br)C#N
Relative energy (zero: lowest compared OMol25 entry of this formula, charge and spin), kJ/mol: 138.26

```
! RIJCOSX wB97M-V def2-TZVPD def2/J DEFGRID3
* xyz 0 1
C -1.0188 0.6113 0.3513
C 0.5861 0.0465 -0.4684
Br 2.0922 1.1105 0.0333
C 0.7306 -1.2369 -0.0139
N 0.7392 -2.3703 0.1370
H -0.9771 0.2019 1.2538
H -1.7642 0.0026 -0.1352
H -0.9758 1.6653 0.3870
H 0.5877 -0.0309 -1.5449
*
```